Record 1
# C13H20F3O9

A cluster of 4 separate species, C13H20F3O9 in total (ωB97M-V/def2-TZVPD, OMol25).

Results
* net charge: -1
* Kohn-Sham gap: 4.36 eV

Geometry (Å):
H -1.937 2.613 -1.997
H 1.526 -7.101 -1.557
F -7.367 2.712 -3.056
H 2.081 -1.253 1.197
O 3.778 -4.196 -2.643
H 0.984 0.131 1.252
O 3.168 -5.839 -1.383
C -0.486 3.150 2.825
C -2.860 2.145 -2.241
H 2.317 3.784 -1.575
C 2.184 1.295 -0.771
O -1.104 1.956 3.308
F -5.613 3.846 -2.556
H 0.566 3.178 3.106
H 2.620 -7.390 -0.194
C 2.889 3.037 -2.122
C -6.209 2.671 -2.353
C -1.754 0.414 6.340
O -0.620 2.610 5.416
O -1.694 0.680 4.942
H -2.324 1.187 6.855
H -2.263 -0.539 6.459
H 2.887 -3.436 -4.360
H 1.509 -6.010 -0.142
H -5.708 0.665 -2.027
C 3.446 -3.096 -3.491
H 3.821 3.482 -2.463
H -1.004 4.030 3.201
H -0.557 3.139 1.741
H -0.753 0.338 6.762
C 2.133 -6.623 -0.791
C 1.604 -0.481 0.599
O 1.034 1.558 -0.984
O 3.239 1.946 -1.270
C -1.091 1.830 4.630
C -3.980 1.732 -2.471
C -5.398 1.452 -2.722
F -6.614 2.690 -1.045
C 2.720 -4.845 -2.154
H 2.879 -2.344 -2.945
H 0.995 -0.961 -0.166
O 1.569 -4.584 -2.368
O 2.638 0.304 0.000
H 2.325 2.687 -2.985
H 4.378 -2.650 -3.828



Record 2
# C13H20MnNO4P2

A structure of composition C13H20MnNO4P2 (ωB97M-V/def2-TZVPD, OMol25).

Results
* net charge: +3
* Kohn-Sham gap (spin up / spin down): 7.19 / 8.72 eV
* multiplicity: 4

Geometry (Å):
H 3.277 0.002 -1.709
O -0.106 2.406 3.049
N -0.727 1.688 -0.270
H -2.057 3.512 -2.737
H -1.561 -4.289 0.450
C -0.217 1.883 2.000
C -1.701 3.258 -1.746
H 3.013 -3.127 1.123
H -2.750 -1.647 1.971
H -1.403 -1.159 3.040
H 2.613 -0.161 2.331
C 3.054 -1.031 -1.436
C -0.946 0.857 -2.403
H 4.000 -1.566 -1.304
Mn 0.003 -0.099 0.075
H 4.084 -0.751 1.520
P -0.599 -2.213 1.015
H -1.368 4.486 1.434
P 2.178 -1.104 0.138
C -1.769 -1.926 2.359
C -1.163 2.014 -1.495
C 2.052 -2.845 0.686
C -1.343 -3.390 -0.135
O -0.436 -0.174 -1.893
H 1.149 -2.480 2.646
C 0.916 -2.976 1.700
H -2.279 -3.008 -0.544
H 0.700 -4.024 1.921
H -0.675 -3.650 -0.956
H 2.488 -1.511 -2.234
H -1.871 -2.868 2.908
H 3.369 0.799 1.042
H -2.178 5.154 -0.845
C -1.319 3.810 0.590
O 0.155 0.607 1.702
C -1.771 4.164 -0.679
C -0.794 2.536 0.746
O -1.282 0.992 -3.622
H -1.154 0.229 -4.217
C 3.141 -0.213 1.380
H 1.887 -3.484 -0.184